{
  "formula": "C12H34ClO9",
  "method": "the ωB97M-V functional and the def2-TZVPD basis",
  "lumo_energy_ha": 0.111,
  "homo_energy_ev": -7.20,
  "total_charge": -1,
  "homo_lumo_gap_ha": 0.37588,
  "e_above_lowest_kcal_mol": 8.1,
  "spin_multiplicity": 1,
  "total_energy_ev": -43940.511,
  "elements": ["Cl", "O", "O", "O", "O", "O", "H", "H", "C", "C", "C", "O", "H", "H", "H", "H", "H", "H", "H", "H", "C", "C", "C", "O", "H", "H", "H", "H", "H", "H", "H", "H", "C", "C", "C", "O", "H", "H", "H", "H", "H", "H", "H", "H", "C", "C", "C", "O", "H", "H", "H", "H", "H", "H", "H", "H"],
  "coordinates": [[9.2283, -6.6602, -20.4203], [9.3302, -8.0886, -20.6934], [9.3363, -6.4153, -18.9957], [10.3185, -5.9791, -21.0811], [7.9575, -6.2384, -20.9578], [12.1157, -6.9841, -17.7898], [11.8086, -7.7704, -18.2533], [11.3732, -6.3704, -17.8639], [12.1056, -11.0963, -22.7782], [11.8182, -9.7266, -22.1810], [13.0927, -9.0481, -21.7352], [11.1622, -8.9273, -23.1708], [11.1740, -11.5241, -23.1551], [12.4807, -11.8154, -22.0477], [12.8438, -11.0333, -23.5784], [11.1014, -9.8530, -21.3700], [13.9171, -9.0510, -22.4488], [13.4012, -9.4914, -20.7826], [12.9423, -7.9870, -21.5136], [10.6264, -8.2361, -22.7568], [9.9091, -2.2056, -17.8041], [8.5493, -2.5931, -18.4114], [8.6236, -2.8223, -19.9348], [8.0340, -3.7887, -17.7830], [9.7623, -1.4725, -17.0101], [10.5480, -1.7731, -18.5794], [10.4877, -3.0395, -17.4045], [7.8680, -1.8013, -18.1013], [8.0125, -2.0237, -20.3726], [8.1365, -3.7558, -20.2030], [9.6311, -2.7724, -20.3399], [8.5474, -4.5341, -18.1297], [7.8837, -7.4738, -24.3201], [8.8333, -7.0454, -25.4450], [9.5851, -5.7800, -25.0926], [9.6990, -8.0915, -25.8061], [7.1578, -6.7168, -24.0314], [8.4912, -7.7069, -23.4394], [7.3992, -8.4013, -24.6289], [8.1901, -6.8618, -26.3151], [10.1302, -5.8444, -24.1451], [8.9075, -4.9418, -24.8765], [10.2260, -5.4361, -25.9046], [10.1607, -8.4821, -25.0491], [6.4269, -10.3127, -16.2169], [7.0677, -9.3155, -17.1985], [6.3383, -9.3456, -18.5182], [6.8969, -8.0016, -16.6120], [6.1592, -9.8851, -15.2518], [7.1502, -11.0957, -15.9647], [5.5533, -10.7821, -16.6645], [8.1283, -9.5329, -17.3392], [6.7469, -8.6553, -19.2584], [5.2550, -9.2353, -18.4981], [6.5009, -10.3341, -18.9783], [7.3803, -7.3864, -17.1843]],
  "lowdin_charge": [0.64, -0.37, -0.37, -0.36, -0.35, -0.07, 0.02, 0.01, -0.06, -0.48, -0.06, -0.07, 0.08, 0.08, 0.08, 0.12, 0.08, 0.08, 0.08, 0.06, -0.06, -0.45, -0.04, -0.08, 0.06, 0.06, 0.08, 0.12, 0.07, 0.06, 0.07, 0.04, -0.05, -0.51, -0.06, -0.05, 0.08, 0.06, 0.08, 0.13, 0.08, 0.08, 0.07, 0.06, -0.06, -0.46, -0.07, -0.07, 0.07, 0.07, 0.06, 0.13, 0.07, 0.08, 0.08, 0.07]
}